{
  "formula": "C28H78N2O16",
  "method": "wB97M-V/def2-TZVPD",
  "species": ["C", "O", "C", "C", "N", "C", "C", "O", "C", "H", "H", "H", "H", "H", "H", "H", "H", "H", "H", "H", "H", "H", "H", "H", "C", "O", "C", "C", "N", "C", "C", "O", "C", "H", "H", "H", "H", "H", "H", "H", "H", "H", "H", "H", "H", "H", "H", "H", "C", "C", "O", "H", "H", "H", "H", "H", "H", "C", "C", "O", "H", "H", "H", "H", "H", "H", "C", "C", "O", "H", "H", "H", "H", "H", "H", "C", "C", "O", "H", "H", "H", "H", "H", "H", "C", "C", "O", "O", "H", "H", "H", "H", "H", "H", "C", "C", "O", "O", "H", "H", "H", "H", "H", "H", "C", "C", "O", "O", "H", "H", "H", "H", "H", "H", "C", "C", "O", "O", "H", "H", "H", "H", "H", "H"],
  "coordinates": [[5.212, 1.970, 25.163], [5.687, 0.685, 24.684], [6.621, 0.771, 23.561], [8.072, 1.095, 24.045], [8.984, 1.357, 22.926], [10.358, 1.660, 23.391], [11.212, 1.960, 22.143], [12.484, 1.783, 22.074], [13.307, 2.887, 22.621], [5.767, 2.403, 26.063], [4.243, 1.811, 25.544], [5.190, 2.662, 24.288], [6.202, 1.415, 22.805], [6.631, -0.233, 23.100], [8.543, 0.263, 24.579], [8.014, 1.872, 24.805], [8.535, 2.141, 22.430], [10.791, 0.762, 23.960], [10.441, 2.509, 24.092], [11.025, 2.939, 21.838], [10.936, 1.271, 21.338], [14.279, 2.523, 22.988], [12.692, 3.248, 23.415], [13.552, 3.603, 21.840], [13.076, 3.091, 18.834], [13.340, 1.953, 18.112], [14.284, 2.025, 17.053], [14.363, 3.322, 16.253], [15.541, 3.305, 15.362], [15.452, 4.428, 14.468], [16.394, 4.365, 13.292], [16.261, 5.214, 12.388], [16.486, 6.606, 12.713], [13.926, 3.677, 19.181], [12.404, 2.900, 19.672], [12.497, 3.810, 18.244], [14.149, 1.185, 16.414], [15.249, 1.917, 17.551], [14.385, 4.218, 16.830], [13.370, 3.322, 15.850], [15.609, 2.391, 14.908], [15.577, 5.279, 15.085], [14.437, 4.572, 14.088], [16.450, 3.421, 12.790], [17.412, 4.448, 13.620], [17.390, 6.826, 13.334], [15.655, 6.943, 13.371], [16.565, 7.150, 11.761], [16.194, 5.396, 18.403], [16.503, 5.313, 19.819], [17.614, 4.376, 20.060], [15.173, 5.711, 18.186], [16.332, 4.313, 17.928], [17.035, 5.926, 17.962], [15.764, 4.916, 20.512], [16.803, 6.337, 20.203], [18.520, 4.701, 20.149], [8.184, 8.075, 18.940], [7.009, 7.559, 19.636], [7.122, 7.872, 20.985], [8.277, 9.140, 18.856], [8.316, 7.752, 17.938], [9.083, 7.683, 19.497], [6.860, 6.485, 19.607], [6.149, 7.966, 19.271], [6.278, 7.856, 21.427], [13.246, 6.419, 20.302], [12.128, 5.900, 21.032], [12.247, 6.286, 22.386], [13.383, 7.508, 20.178], [13.477, 6.009, 19.292], [14.237, 6.205, 20.698], [12.091, 4.779, 21.004], [11.173, 6.130, 20.528], [12.367, 7.179, 22.490], [11.341, 9.748, 22.232], [9.913, 9.501, 21.868], [9.573, 8.161, 21.973], [11.499, 9.686, 23.296], [11.527, 10.768, 21.918], [12.076, 9.026, 21.829], [9.888, 9.694, 20.720], [9.191, 10.276, 22.336], [8.757, 8.086, 21.573], [9.450, 5.007, 18.521], [8.662, 4.545, 17.503], [9.382, 3.782, 16.623], [10.084, 3.871, 19.163], [8.892, 5.619, 19.218], [10.265, 5.664, 18.237], [7.946, 5.309, 17.152], [7.986, 3.950, 18.058], [8.897, 3.319, 15.988], [10.599, 3.550, 18.455], [11.767, 5.571, 15.140], [10.600, 6.301, 14.896], [9.969, 5.963, 13.684], [12.335, 5.830, 16.480], [12.516, 5.725, 14.366], [11.394, 4.510, 15.063], [10.957, 7.276, 14.758], [9.953, 6.397, 15.737], [9.081, 6.288, 13.705], [12.129, 6.761, 16.733], [12.197, 9.580, 18.732], [11.099, 9.690, 17.787], [10.679, 8.534, 17.182], [12.574, 10.815, 19.290], [13.000, 8.984, 18.368], [11.832, 8.887, 19.560], [11.180, 10.416, 16.954], [10.284, 10.153, 18.427], [10.255, 8.719, 16.355], [12.807, 11.404, 18.593], [8.313, 4.884, 23.416], [8.677, 5.045, 22.019], [8.495, 3.805, 21.363], [8.150, 6.147, 24.019], [9.026, 4.403, 24.009], [7.437, 4.367, 23.656], [9.688, 5.402, 21.870], [8.061, 5.847, 21.629], [9.206, 3.573, 20.701], [8.831, 6.759, 23.770]],
  "forces_ev_per_a": [[1.79, -0.09, -0.44], [0.57, 0.92, -0.32], [0.42, -1.40, 1.51], [-0.09, -0.60, -0.35], [-0.61, 0.63, 0.75], [0.53, -0.98, 0.23], [-4.54, -1.26, -0.85], [8.01, -0.12, 1.35], [-0.38, -1.87, -0.54], [-0.05, -0.54, -1.43], [-1.39, -0.25, 0.15], [-0.02, -0.10, 0.87], [0.18, 0.80, -0.24], [-0.08, 0.34, 0.33], [-0.65, -0.33, 0.06], [0.02, 0.68, 0.01], [1.05, -0.17, -0.05], [-0.71, 0.98, -0.90], [-0.33, -0.06, 0.00], [-1.21, 2.07, -0.68], [-1.42, 0.12, 0.09], [-0.58, -0.28, 0.00], [0.13, 1.04, 0.65], [-0.41, 0.22, -0.01], [-0.95, 1.58, -0.03], [-0.51, -1.11, -0.71], [1.84, 1.34, 2.04], [0.03, -1.46, 0.16], [-1.10, -0.79, 0.70], [-0.84, -0.80, -0.64], [2.28, -4.47, 5.24], [-1.41, 7.45, -6.46], [-0.40, -0.43, 0.67], [0.59, -0.33, 0.19], [0.42, -0.64, 0.12], [0.13, 0.24, -0.38], [-0.41, -0.67, -0.52], [0.47, -0.28, -0.13], [0.27, 0.42, 0.72], [-0.62, 0.52, -1.60], [-0.09, 0.53, -0.19], [0.64, 1.24, 0.54], [-0.33, -0.25, -0.40], [-0.78, -1.29, 0.05], [1.18, -0.22, 1.37], [-0.17, -0.76, -0.58], [0.21, 0.15, -0.75], [-0.29, -0.18, 0.50], [0.52, -3.15, -2.27], [2.42, 0.38, 2.98], [-0.43, -0.18, -0.16], [0.38, 0.50, -0.22], [-0.55, 2.07, 1.01], [-0.53, 0.60, -0.57], [-0.39, 0.07, -0.42], [-0.41, -0.99, -0.18], [-0.66, 0.64, -0.20], [2.54, -0.63, 0.51], [0.13, -1.34, 0.65], [0.40, 0.94, 1.29], [-0.32, 0.71, 0.52], [-0.20, -0.76, -0.94], [-0.57, 0.63, -0.64], [0.39, -0.54, -0.66], [-2.57, 1.27, -1.24], [-0.32, -0.10, 0.24], [3.98, 1.05, -2.95], [-1.50, -1.53, 0.56], [-1.06, -3.87, 0.14], [-0.93, -0.15, 0.18], [-1.19, 0.14, 0.24], [-0.21, -0.44, 1.05], [0.32, 0.95, 0.24], [0.03, 0.61, 0.52], [0.28, 3.33, 0.06], [0.27, 0.01, 0.73], [-0.26, 1.30, -2.85], [2.68, -0.17, 2.39], [-0.07, 0.13, 0.65], [0.65, 0.08, -0.09], [-0.57, 0.53, -0.46], [-0.23, 0.35, 1.52], [1.02, -1.42, -0.34], [-3.18, -0.67, -1.14], [4.16, 2.01, 3.81], [-4.60, -0.82, -2.16], [2.40, 0.85, -0.06], [-1.30, 1.44, 1.20], [-0.27, -0.50, 0.47], [0.32, 0.27, -0.52], [0.71, 0.24, -0.89], [-1.22, -1.44, 0.38], [-1.44, -0.96, -1.26], [1.19, -1.23, -1.03], [2.35, -3.97, 1.64], [-2.26, 3.17, -0.98], [0.43, -1.12, -0.17], [-0.78, 0.46, -1.21], [0.14, 0.04, 0.03], [1.13, 0.51, 0.54], [0.35, 2.34, -0.18], [-0.81, -0.74, 0.79], [-0.71, 0.24, -0.05], [0.04, -0.81, -0.36], [0.33, -1.86, 2.09], [-2.96, 3.43, -0.66], [0.32, -2.49, 0.43], [-0.42, -0.84, 0.80], [1.27, -0.08, -0.79], [0.23, 1.17, -0.60], [0.93, 0.27, 0.60], [0.31, -0.46, -0.68], [-0.23, 0.22, -0.49], [0.35, 0.71, -0.85], [0.70, 1.67, 1.70], [0.35, -0.50, -1.76], [0.21, -0.64, -1.11], [-1.27, 0.69, 0.72], [1.71, -1.29, 0.51], [-1.76, -0.88, -0.50], [0.46, 0.02, 0.41], [-0.51, -0.05, -0.47], [-0.84, 0.71, 0.84], [0.75, 0.34, -0.42]],
  "smiles": "COCCNCCOC.COCCNCCOC.OCCO.OCCO.OCCO.OCCO.CCO.CCO.CCO.CCO",
  "de_lowest_kcal_mol": 5.6,
  "orbital_gap_ev": 8.03,
  "energy_ha": -2426.5124,
  "mol_weight_g_mol": 698.9
}